# 1
This record from the Open Molecules 2025 dataset describes a structure of composition C2H5NO3 in a non-equilibrium geometry. The level of theory is ωB97M-V/def2-TZVPD.

HOMO energy: -9.65 eV
energy: -9784.95365 eV
Kohn-Sham gap: 9.4 eV

The geometry in XYZ format:
```
11
C2H5NO3 (ωB97M-V/def2-TZVPD)
C 0.50 0.64 1.55
C -0.50 -0.06 -0.39
N 0.04 0.96 0.38
O -1.20 0.48 -1.45
O 1.06 -0.91 -1.06
O -0.98 -1.28 0.03
H 0.86 1.37 2.14
H 0.29 -0.32 1.95
H -1.09 1.47 -1.44
H 1.86 -0.35 -1.07
H -0.84 -2.02 -0.64
```

---

# 2
This record from the Open Molecules 2025 dataset describes a structure of composition C21H24AuN3O4S2 in a non-equilibrium geometry. The level of theory is ωB97M-V/def2-TZVPD.

HOMO energy (alpha / beta): -7.78 / -7.76 eV
multiplicity: 3
energy: -60185.89978 eV
Kohn-Sham gap (alpha / beta): 7.6 / 5.4 eV

The geometry in XYZ format:
```
55
C21H24AuN3O4S2 (ωB97M-V/def2-TZVPD)
Au 0.78 0.88 -0.78
C 3.64 3.68 0.37
O 2.89 4.79 0.83
C 1.54 4.75 0.91
C 0.95 5.81 1.58
C -0.43 5.88 1.73
C -1.23 4.85 1.29
C -0.69 3.75 0.62
C -1.58 2.69 0.29
N -1.28 1.55 -0.25
N -2.19 0.63 -0.46
C -1.84 -0.44 -1.16
O -0.80 -0.52 -1.86
C -2.78 -1.58 -1.05
C -2.40 -2.83 -1.53
C -3.23 -3.92 -1.37
C -4.45 -3.78 -0.74
C -4.84 -2.54 -0.27
C -4.01 -1.44 -0.42
C 0.71 3.73 0.31
O 1.25 2.91 -0.51
H 4.67 3.92 0.59
H 3.51 3.52 -0.70
H 3.36 2.76 0.90
H 1.59 6.58 1.98
H -0.87 6.73 2.23
H -2.29 4.89 1.46
H -2.63 2.85 0.54
H -1.44 -2.93 -2.02
H -2.92 -4.89 -1.73
H -5.10 -4.63 -0.62
H -5.80 -2.42 0.23
H -4.30 -0.47 -0.05
S 2.89 0.59 -2.17
C 2.87 -1.07 -2.08
N 1.81 -1.82 -2.27
C 1.95 -3.24 -2.03
C 3.21 -3.40 -1.19
S 4.29 -2.02 -1.72
H 0.88 -1.39 -2.27
H 2.06 -3.76 -2.99
H 1.07 -3.62 -1.51
H 3.72 -4.35 -1.32
H 2.99 -3.23 -0.13
C 0.55 -0.54 2.49
C 0.25 -1.33 1.22
C 0.35 -2.84 1.48
O 1.10 -0.99 0.19
H -0.16 -0.78 3.27
H 0.50 0.53 2.28
H 1.56 -0.77 2.84
H -0.80 -1.13 0.92
H 1.36 -3.09 1.80
H 0.10 -3.39 0.58
H -0.35 -3.12 2.26
```

---

# 3
This record from the Open Molecules 2025 dataset describes a cluster of 3 separate species, C22H28F9I3NO9 in total. The level of theory is ωB97M-V/def2-TZVPD.

HOMO energy: -5.32 eV
energy: -91948.35031 eV
total charge: -1
Kohn-Sham gap: 7.4 eV

The geometry in XYZ format:
```
72
C22H28F9I3NO9 (ωB97M-V/def2-TZVPD)
C 8.13 0.37 0.29
C 6.95 -0.46 -0.14
O 6.93 -1.67 -0.13
O 5.92 0.30 -0.53
C 4.91 -0.33 -1.35
C 3.71 -0.81 -0.55
C 2.39 -0.29 -1.12
C 1.20 -0.67 -0.21
N 0.14 0.31 -0.09
C 0.47 1.50 0.52
F -0.36 1.87 1.51
F 0.53 2.56 -0.30
F 1.68 1.42 1.08
C -1.16 0.10 -0.79
C -2.27 1.12 -0.41
C -2.23 2.58 -0.86
O -2.07 3.49 -0.11
I -2.75 3.13 -2.88
C -0.99 0.27 -2.37
O -2.06 0.06 -2.97
O 0.14 0.59 -2.76
C -1.64 -1.36 -0.47
I -1.11 -2.82 -2.02
C -3.08 -1.70 -0.05
C -3.49 -1.13 1.32
I -4.65 -1.49 -1.51
H 8.84 0.38 -0.54
H 8.60 -0.08 1.16
H 7.85 1.40 0.49
H 5.38 -1.16 -1.88
H 4.61 0.43 -2.07
H 3.67 -1.91 -0.53
H 3.81 -0.46 0.48
H 2.42 0.79 -1.26
H 2.21 -0.74 -2.10
H 0.81 -1.62 -0.56
H 1.60 -0.90 0.79
H -3.21 0.73 -0.79
H -2.37 1.23 0.66
H -1.06 -1.75 0.36
H -3.08 -2.78 0.06
H -2.91 -0.27 1.63
H -4.55 -0.91 1.36
H -3.31 -1.91 2.07
C -4.14 -9.52 1.25
C -4.17 -8.56 0.08
O -4.87 -7.35 0.42
C -4.17 -6.44 1.07
O -3.03 -6.51 1.42
C -5.03 -5.17 1.30
F -6.26 -5.49 1.73
F -5.14 -4.50 0.16
F -4.46 -4.39 2.21
H -5.15 -9.73 1.59
H -3.67 -10.46 0.94
H -3.57 -9.10 2.08
H -4.72 -8.97 -0.76
H -3.17 -8.31 -0.26
C 0.74 5.60 0.29
C 1.87 6.48 0.75
O 1.87 7.76 0.08
C 1.07 8.69 0.57
O 0.35 8.61 1.53
C 1.22 9.99 -0.25
F 1.23 9.75 -1.56
F 2.37 10.60 0.07
F 0.22 10.83 0.02
H 0.77 5.46 -0.79
H 0.82 4.62 0.76
H -0.23 6.02 0.55
H 2.84 6.04 0.50
H 1.85 6.65 1.83
```